ORCA calculation (ωB97M-V with the def2-TZVPD basis set) on one molecule with the formula C20H20ClN5O3S.

Last column: Mulliken charge in e.
Geometry (Å):
C -0.68019 3.44148 -0.66465  -0.77
C -1.58958 3.35686 0.55121  -0.37
O -2.24304 2.08222 0.58705  -0.47
C -1.62692 1.11227 1.28115  0.70
O -0.70973 1.29195 2.04257  -0.63
C -2.25473 -0.21463 1.05182  0.40
N -3.43256 -0.52239 0.66693  -0.59
N -4.37073 0.34679 0.37829  0.31
C -5.63815 -0.07104 0.01802  0.54
C -6.60069 0.88068 -0.31637  -0.46
C -7.87422 0.48524 -0.67417  -0.68
C -8.18967 -0.86490 -0.69850  0.28
Cl -9.78448 -1.35991 -1.14503  -0.22
C -7.23999 -1.82124 -0.36858  -0.68
C -5.96767 -1.42620 -0.01077  -0.29
S -1.17068 -1.56533 1.41296  -0.33
C 0.18376 -0.92315 0.52756  0.32
N 0.10175 -0.00238 -0.39614  -0.19
N 1.34724 0.26421 -0.80196  -0.83
C 2.17960 -0.50423 -0.14363  0.38
C 3.61678 -0.49096 -0.33461  0.18
C 4.22846 0.71241 -0.69768  -0.61
C 5.58606 0.77338 -0.89989  -0.58
C 6.37895 -0.36942 -0.75417  0.90
O 7.70930 -0.19919 -0.96928  -0.46
C 8.56234 -1.31223 -0.85199  -0.83
C 5.77188 -1.57419 -0.41635  -0.28
C 4.40428 -1.63013 -0.21120  -0.82
N 1.47663 -1.29369 0.73555  0.15
C 1.93433 -2.20121 1.74588  -1.10
H 0.03282 2.62024 -0.65149  0.09
H -1.26416 3.37095 -1.57875  0.26
H -0.14309 4.38553 -0.65435  0.38
H -1.01784 3.48099 1.47581  0.31
H -2.39174 4.09798 0.50799  0.33
H -4.17135 1.34677 0.37660  0.23
H -6.34798 1.93058 -0.29644  0.35
H -8.62093 1.21879 -0.93376  0.39
H -7.49913 -2.86778 -0.39260  0.39
H -5.21280 -2.15025 0.24863  0.43
H 3.61211 1.58896 -0.81602  0.49
H 6.06899 1.69731 -1.17522  0.43
H 8.30635 -2.09302 -1.57534  0.34
H 8.54077 -1.73099 0.15936  0.34
H 9.56299 -0.93979 -1.06498  0.24
H 6.34965 -2.47970 -0.31700  0.39
H 3.95506 -2.58543 0.01314  0.47
H 1.96574 -3.22499 1.36553  0.31
H 1.23856 -2.16464 2.58539  0.39
H 2.92760 -1.90260 2.07943  0.46

Cartesian forces, eV/Å:
-0.254 -0.208 0.252
0.406 0.548 0.046
-0.277 -0.319 -0.113
0.083 0.602 0.582
-0.359 0.070 -0.265
-0.021 -0.316 -0.014
0.335 -0.313 -0.017
0.299 1.146 0.151
-0.593 -0.455 -0.153
0.253 -0.142 0.080
-0.050 -0.218 -0.004
0.203 0.086 0.055
-0.251 -0.080 -0.070
-0.157 0.193 -0.058
0.138 0.187 0.030
-0.144 -0.287 0.144
-0.024 -0.187 -0.251
-0.797 -0.473 0.314
1.106 0.232 -0.376
-0.421 0.039 -0.037
0.439 -0.158 0.027
0.036 -0.150 0.085
0.201 -0.113 -0.035
-0.190 0.039 0.003
-0.256 0.239 -0.015
0.140 -0.197 0.023
0.437 -0.040 -0.032
-0.208 0.279 -0.056
-0.384 0.574 -0.469
0.174 -0.362 0.317
0.092 -0.004 -0.018
-0.014 0.016 -0.107
0.058 0.125 -0.016
-0.184 0.034 -0.150
0.092 -0.114 0.050
0.110 -0.351 0.025
0.022 0.132 0.002
-0.074 0.050 -0.025
-0.038 -0.090 -0.007
0.018 -0.092 0.007
-0.043 0.112 -0.004
0.050 0.122 -0.030
0.000 0.027 0.038
-0.013 0.010 -0.044
-0.057 -0.076 0.024
0.084 -0.048 -0.007
-0.049 -0.082 0.037
0.066 0.037 0.062
0.106 0.025 0.001
-0.090 -0.049 0.020

Results
* multiplicity: 1
* orbital gap: 0.29339 Ha
* max |F|: 0.0232 Eh/bohr
* relative energy (zero: lowest compared OMol25 entry of this formula, charge and spin): 69.2 kJ/mol
* E_HOMO: -7.720 eV
* total charge: 0
* total energy: -2131.97926 Eh